No. 1
Density functional theory data (ωB97M-V/def2-TZVPD) for C29H30F4N4PSZr as an isolated structure in a non-equilibrium geometry.

Each line ends with the Löwdin charge.
CARTESIAN COORDINATES (ANGSTROEM)
1 Zr 0.12224 0.13890 -0.08432  1.0821
2 C -3.17894 -0.48786 -1.51387  -0.0944
3 C -2.26786 0.39892 -2.34038  -0.2476
4 N -1.34982 1.31973 -1.57626  -0.2637
5 C -0.60574 2.11285 -2.59523  -0.2451
6 C 0.36542 3.11941 -2.00158  -0.0684
7 C -2.16467 2.25934 -0.73944  -0.1545
8 C -1.57482 2.43905 0.65024  -0.2003
9 N -1.27120 1.11740 1.20317  -0.1593
10 C -1.83026 0.66495 2.37792  -0.1815
11 C -1.40047 -0.59398 2.79986  -0.1570
12 F -0.48092 -1.19860 1.98906  -0.0684
13 C -1.80075 -1.21080 3.95856  -0.2161
14 F -1.30681 -2.41466 4.25647  0.1111
15 C -2.69790 -0.58263 4.80212  0.0800
16 C -3.13362 0.66981 4.42490  -0.2115
17 F -3.99298 1.33130 5.20309  0.1112
18 C -2.71574 1.29492 3.25824  -0.1398
19 F -3.19778 2.52882 3.01305  0.0794
20 H -3.70897 -1.14353 -2.20574  0.0918
21 H -3.93373 0.06651 -0.95841  0.0720
22 H -2.62458 -1.12557 -0.82812  0.0139
23 H -2.87235 1.03307 -2.99975  0.1284
24 H -1.62486 -0.22102 -2.96465  0.1009
25 H -1.33652 2.63934 -3.21807  0.1298
26 H -0.08727 1.40960 -3.24596  0.0953
27 H -0.14860 3.93694 -1.49708  0.0792
28 H 0.97023 3.55108 -2.79911  0.0942
29 H 1.06165 2.67247 -1.28553  0.0408
30 H -3.16381 1.84934 -0.63180  0.1128
31 H -2.25724 3.22143 -1.24954  0.1298
32 H -2.28648 3.00214 1.24498  0.1181
33 H -0.65682 3.04138 0.60868  0.0941
34 H -3.04324 -1.04847 5.71264  0.1424
35 N 3.50056 0.82054 0.47933  -0.1023
36 P 2.27444 0.46897 1.61428  0.9962
37 C 3.06310 -0.31994 3.00630  -0.3651
38 C 3.96076 0.38528 3.81120  -0.0818
39 C 4.56368 -0.25585 4.87815  -0.0606
40 C 4.25844 -1.58580 5.15168  -0.0537
41 C 3.35629 -2.28111 4.36160  -0.0556
42 C 2.75712 -1.65104 3.27954  -0.0774
43 C 1.78394 2.13003 2.19194  -0.3742
44 C 0.94810 2.20638 3.31040  -0.0989
45 C 0.46191 3.42727 3.73647  -0.0551
46 C 0.80411 4.58972 3.04904  -0.0614
47 C 1.62996 4.52215 1.94078  -0.0733
48 C 2.12185 3.29276 1.50909  -0.1040
49 C 3.35288 0.58235 -0.87192  -0.3665
50 C 4.47837 0.65422 -1.70673  0.0023
51 C 4.33066 0.39945 -3.04328  -0.0304
52 C 3.07002 0.05170 -3.53791  -0.0373
53 C 2.02211 0.00204 -2.66380  -0.1684
54 N 2.13176 0.30399 -1.34229  -0.0612
55 H 4.45514 0.90140 0.80026  0.1216
56 H 4.16602 1.43295 3.62114  0.1130
57 H 5.26079 0.28122 5.50697  0.1130
58 H 4.72597 -2.07900 5.99350  0.1143
59 H 3.11783 -3.31227 4.58330  0.1151
60 H 2.05707 -2.18980 2.65182  0.1047
61 H 0.67051 1.30499 3.84790  0.1145
62 H -0.18478 3.47768 4.60262  0.1167
63 H 0.42551 5.54560 3.38577  0.1129
64 H 1.90146 5.42476 1.40930  0.1110
65 H 2.76728 3.24847 0.64077  0.0963
66 H 5.44234 0.89708 -1.28086  0.1211
67 H 5.18580 0.45284 -3.70372  0.1228
68 H 2.91758 -0.20052 -4.57652  0.1177
69 H 1.04398 -0.32876 -2.98101  0.0708
70 S -0.02175 -1.98771 -0.85104  0.0636

HOMO level, Eh: -0.384
Net charge: +1
LUMO energy, eV: -2.98
Electronic energy, Ha: -2528.06472
Molecular weight, g mol⁻¹: 664.8



No. 2
Density functional theory data (ωB97M-V/def2-TZVPD) for one molecule with the formula C5H6N2 in a non-equilibrium geometry.

Each line ends with the Löwdin charge.
CARTESIAN COORDINATES (ANGSTROEM)
1 C -0.12664 -0.63388 -0.41806  -0.3764
2 C 0.51128 -1.42797 0.82809  -0.0755
3 C 1.45523 1.00633 0.73659  -0.1298
4 C 0.13616 0.91540 -0.11597  -0.1323
5 C -1.45764 -0.75163 -1.16969  0.2042
6 N 1.99526 0.13471 1.48703  -0.0454
7 N 1.50433 -1.10221 1.63221  -0.0144
8 H 0.54643 -0.88799 -1.20066  0.1213
9 H 0.26223 -2.52506 1.00442  0.1132
10 H 2.00864 1.98290 0.71576  0.1122
11 H -0.68318 1.19218 0.48652  0.0803
12 H -0.01162 1.64011 -0.94784  0.1177
13 H -1.97017 -1.78836 -0.98525  0.0247

HOMO level (spin up / spin down), Eh: -0.343 / -0.343
Net charge: 0
LUMO energy (spin up / spin down), eV: -1.19 / -1.19
Electronic energy, Ha: -303.37835
Molecular weight, g mol⁻¹: 94.1



No. 3
Density functional theory data (ωB97M-V/def2-TZVPD) for one molecule with the formula C6H11N in a non-equilibrium geometry.

Each line ends with the Löwdin charge.
CARTESIAN COORDINATES (ANGSTROEM)
1 C -2.94488 0.26004 0.88699  -0.1147
2 N -1.66467 0.29909 1.56480  -0.0957
3 C -0.53418 0.57479 0.80106  -0.1406
4 C 0.68656 0.20054 1.27577  -0.1203
5 C 1.72396 -0.25868 0.29718  -0.1507
6 C 1.95919 0.25719 -0.91733  -0.1984
7 C 1.92868 -0.55724 -2.19800  -0.1212
8 H -3.57317 -0.41710 1.46927  0.0817
9 H -2.84846 -0.07762 -0.15030  0.0742
10 H -3.38276 1.26634 0.80475  0.0777
11 H -1.43186 -0.36347 2.27697  0.1128
12 H -0.58920 0.96015 -0.20129  0.1150
13 H 0.94969 0.11787 2.32588  0.0894
14 H 2.01405 -1.28215 0.55893  0.0984
15 H 1.95716 1.30923 -1.15560  0.0897
16 H 1.79118 -1.63268 -1.96833  0.0744
17 H 1.11858 -0.28120 -2.87681  0.0650
18 H 2.84012 -0.37511 -2.79394  0.0632

HOMO level, Eh: -0.264
Net charge: 0
LUMO energy, eV: 1.07
SMILES string: C/C=C/C=C/NC
Electronic energy, Ha: -289.86822
Molecular weight, g mol⁻¹: 97.2



Short version: energy relative to the best compared isomer or geometry (same formula, charge and spin) = 0.389, 7.013, 2.815 eV, in the order given.